Record 1
Molecular formula: C6H7P
Method: DFT, ωB97M-V/def2-TZVPD

Values from the calculation:
Total energy: -574.08253 Eh
SMILES: C=CP1=CC=CC=1
Lowest unoccupied orbital energy: 0.5 eV
Charge: 0
Relative energy (zero: lowest compared OMol25 entry of this formula, charge and spin): 2.1346 eV
HOMO level: -8.767 eV
Frontier orbital gap: 9.2250 eV
Largest force on an atom: 4.12 eV/Å

Last column: natural (NBO) charge in e.
Cartesian coordinates (Å):
C 2.181 0.029 -0.612  -0.38
C 1.741 -0.112 0.588  -0.47
P 0.094 -0.726 1.209  0.75
C -0.718 -1.203 -0.350  -0.50
C -1.701 -0.352 -0.690  -0.22
C -1.821 0.760 0.183  -0.25
C -0.870 0.854 1.146  -0.45
H 3.143 0.432 -0.593  0.20
H 1.676 -0.279 -1.626  0.22
H 2.462 0.165 1.435  0.22
H -0.645 -2.241 -0.675  0.23
H -2.322 -0.476 -1.552  0.21
H -2.507 1.485 -0.269  0.22
H -0.712 1.664 1.806  0.22

Atoms 1-2, force components in eV/Å:
C -0.8400 -0.8767 -3.7759
C -0.9225 -0.2035 4.0071



Record 2
Molecular formula: CH4O3
Method: DFT, ωB97M-V/def2-TZVPD

Values from the calculation:
Total energy: -266.20763 Eh
SMILES: O=CO.O
Lowest unoccupied orbital energy: 0.4 eV
Charge: 0
Relative energy (zero: lowest compared OMol25 entry of this formula, charge and spin): 0.7728 eV
HOMO level: -10.772 eV
Frontier orbital gap: 11.2009 eV
Largest force on an atom: 3.73 eV/Å

Last column: natural (NBO) charge in e.
Cartesian coordinates (Å):
O -1.804 0.106 3.548  -0.55
C -0.868 -0.053 2.760  0.64
O -0.051 0.906 2.285  -0.68
H -0.432 -1.052 2.561  0.09
H 0.671 0.590 1.676  0.50
O 0.796 -0.433 -3.979  -0.94
H 0.085 -0.118 -4.582  0.47
H 1.601 0.054 -4.268  0.47

Atoms 1-2, force components in eV/Å:
O 2.5137 0.2027 -2.7474
C -0.6549 -0.7131 2.6628



Record 3
Molecular formula: C2H6OSSi
Method: DFT, ωB97M-V/def2-TZVPD

Values from the calculation:
Total energy: -842.70399 Eh
Lowest unoccupied orbital energy: 0.1 eV
Charge: 0
Relative energy (zero: lowest compared OMol25 entry of this formula, charge and spin): 0.7182 eV
HOMO level: -9.207 eV
Frontier orbital gap: 9.3498 eV
Largest force on an atom: 2.30 eV/Å

Last column: natural (NBO) charge in e.
Cartesian coordinates (Å):
C 0.426 -0.435 0.278  0.27
C 0.828 -1.755 -0.175  -0.71
O -0.334 0.315 -0.496  -0.77
Si -0.780 1.826 0.203  1.11
S 1.063 0.310 1.561  -0.09
H 1.954 -1.626 -0.472  0.27
H 0.828 -2.448 0.701  0.26
H 0.087 -2.126 -0.959  0.24
H 0.179 2.801 0.462  -0.18
H -1.966 1.740 1.017  -0.17
H -1.511 2.251 -0.966  -0.23

Atoms 1-2, force components in eV/Å:
C 0.3283 1.6092 -0.2830
C 0.5920 -1.5437 -0.7099



Record 4
Molecular formula: C3H4O2S2
Method: DFT, ωB97M-V/def2-TZVPD

Values from the calculation:
Total energy: -1063.52739 Eh
SMILES: COC(=S)C(=O)S
Lowest unoccupied orbital energy: -0.8 eV
Charge: 0
Relative energy (zero: lowest compared OMol25 entry of this formula, charge and spin): 0.9988 eV
HOMO level: -9.313 eV
Frontier orbital gap: 8.5430 eV
Largest force on an atom: 1.14 eV/Å

Last column: natural (NBO) charge in e.
Cartesian coordinates (Å):
C -0.832 1.263 1.007  -0.25
O -1.251 0.182 0.143  -0.47
C -0.459 -0.745 -0.352  0.14
S -1.088 -2.062 -1.070  -0.01
C 1.041 -0.520 -0.246  0.33
O 1.554 -0.086 0.753  -0.52
S 2.082 -0.870 -1.646  0.02
H -0.452 0.905 1.979  0.21
H -0.124 1.924 0.500  0.19
H -1.735 1.798 1.123  0.20
H 1.264 -1.789 -2.191  0.16

Atoms 1-2, force components in eV/Å:
C 0.7441 -0.2271 -0.1166
O 0.0729 -0.1058 0.3853